1.
This record from the OMol25 dataset describes the ion C5H9N2O3 with charge -1 at a distorted geometry. The level of theory is ωB97M-V/def2-TZVPD.

Last column: Mulliken charge in e.
CARTESIAN COORDINATES (ANGSTROEM)
C 2.4736 0.0265 0.1466  0.5459
C -0.0461 -1.7696 0.5102  -0.6436
C 0.6337 -1.3434 -0.8726  -0.5603
C -0.9029 -0.5400 0.7314  -0.5594
C 0.1694 2.8420 -0.3331  -0.4467
N 1.2128 -0.1117 -0.4703  -0.0213
N -0.0451 0.6131 0.4220  -0.1534
O 2.5630 1.0779 0.7620  -0.7121
O 3.3498 -0.8172 -0.0563  -0.7610
O -0.5788 1.6015 -0.4327  -0.2464
H -0.6564 -2.6676 0.5529  0.4184
H 0.6582 -1.7832 1.3848  0.2837
H 1.2950 -1.9917 -1.5300  0.2675
H -0.1601 -1.0839 -1.6096  0.2635
H -1.7048 -0.6775 -0.0341  0.3249
H -1.3572 -0.5481 1.7115  0.3539
H 0.0515 3.3407 -1.3491  0.1893
H 1.1949 2.6097 -0.2344  0.2716
H -0.2644 3.5411 0.4492  0.1855

As for the spin multiplicity: 1. The total charge is -1. The value obtained for the HOMO-LUMO gap is 7.69 eV. Its max |F| is 3.7 eV/A. The SMILES is CON1CCCN1C(=O)[O-]. Its calculated total energy is -14451.2360 eV. As for the HOMO energy: -3.86 eV.

=====

2.
This record from the OMol25 dataset describes the molecule C21H17ClF3N3O2 at a distorted geometry. The level of theory is ωB97M-V/def2-TZVPD.

Last column: Mulliken charge in e.
CARTESIAN COORDINATES (ANGSTROEM)
F 3.3891 -3.4106 1.1031  -0.2491
F 2.3984 -4.9863 -0.1704  -0.2376
F 4.1009 -5.5242 1.1079  -0.2801
Cl -1.3119 -3.2877 -2.2984  -0.2542
N -0.1794 0.3784 1.0342  -0.8193
N -0.3973 3.2289 0.3065  -0.6541
O -0.8330 6.8912 -2.8544  -0.4184
O -0.6369 4.4943 -0.3292  -0.2919
C -0.5498 0.8584 -0.1318  0.2601
C -0.6750 2.2738 -0.5044  0.4229
C 0.1799 -5.6815 4.2104  -0.7476
C 1.4278 -6.2515 4.1686  -0.5863
C -0.2796 -3.6995 0.0901  -0.2000
C 0.3179 -2.0071 1.7214  -0.6325
C -0.1599 -4.7236 3.2431  -0.3106
C 2.3232 -5.9305 3.1341  -0.8886
C -0.6918 -2.7576 -0.7885  -0.2880
C -0.1838 -1.0244 0.8678  0.5309
C 0.2707 -3.3553 1.3097  0.5825
C 0.7356 -4.4047 2.2274  0.1639
C -0.6133 -1.3725 -0.4115  0.1626
C 1.9866 -5.0083 2.1282  -0.1152
N -0.8430 -0.1731 -1.0063  -0.0749
C 2.9932 -4.7271 1.0263  1.1003
C -1.9681 6.5474 -2.0927  -0.6558
C 0.3987 6.3133 -2.3763  -0.6209
C -1.1282 2.8189 -1.8288  -1.2096
C -2.2023 5.0466 -2.2458  -0.7382
C 0.2535 4.7898 -2.4688  -0.8701
C -0.9595 4.3233 -1.6772  1.0567
H -0.5463 -6.0073 4.9366  0.3920
H 1.6970 -6.9979 4.8746  0.4083
H -0.3020 -4.7664 -0.2100  0.4672
H 0.7350 -1.7172 2.6748  0.4890
H -1.1047 -4.2294 3.2617  0.5432
H 3.3248 -6.3664 3.1089  0.4270
H -1.1475 -0.0368 -1.9650  0.2547
H -2.8633 7.0637 -2.5223  0.3892
H -1.9208 6.8439 -1.0384  0.3248
H 0.5880 6.6310 -1.3539  0.3342
H 1.2646 6.5924 -3.0114  0.3758
H -0.6008 2.4236 -2.6640  0.4668
H -2.1643 2.5754 -1.9602  0.4706
H -3.1051 4.7049 -1.7326  0.4841
H -2.3146 4.8057 -3.3011  0.2966
H 0.1302 4.5361 -3.5025  0.3687
H 1.1674 4.3059 -2.0894  0.3708

As for the spin multiplicity: 1. The total charge is 0. The value obtained for the HOMO-LUMO gap is 8.76 eV. Its max |F| is 2.6 eV/A. The SMILES is FC(F)(F)c1ccccc1-c1cc(Cl)c2[nH]c(C3=NOC4(CCOCC4)C3)nc2c1. Its calculated total energy is -51292.1652 eV. As for the HOMO energy: -8.75 eV.